57
Properties=species:S:1:pos:R:3:mulliken_charge:R:1 method="wB97M-V/def2-TZVPD" gap_ev=9.15 lumo_energy_ev=0.5
C -5.508 -3.192 1.215 -1.1274
C -4.612 -2.985 0.003 -0.3197
O -4.148 -1.636 -0.077 -0.3133
C -4.964 -0.742 -0.640 -0.0459
O -6.039 -1.010 -1.110 -0.6179
C -4.364 0.651 -0.611 0.6357
C -4.217 1.127 0.840 -0.7430
C -3.562 2.507 0.870 -1.1391
N -2.286 2.478 0.187 0.1243
C -1.143 2.499 0.916 0.2666
O -1.144 2.613 2.129 -0.6590
C 0.139 2.416 0.148 -0.1883
C 0.522 3.424 -0.731 -0.0706
C 1.749 3.344 -1.367 -0.8714
C 2.598 2.275 -1.146 -0.5156
C 2.225 1.270 -0.258 0.7033
N 3.030 0.167 0.028 0.2469
C 4.232 -0.187 -0.512 -0.2555
O 4.804 0.438 -1.376 -0.6586
C 4.802 -1.476 0.076 0.3172
C 3.884 -2.673 -0.205 -0.5677
C 3.609 -2.846 -1.694 -1.2378
C 5.087 -1.325 1.577 -0.5550
C 6.022 -0.157 1.866 -1.2364
C 0.994 1.354 0.391 -0.4513
C -2.381 2.074 -1.196 -0.8915
C -2.993 0.674 -1.296 -0.8155
H -6.409 -2.591 1.116 0.3070
H -5.789 -4.238 1.286 0.4061
H -4.987 -2.901 2.124 0.2892
H -5.155 -3.227 -0.916 0.3386
H -3.707 -3.592 0.072 0.3243
H -5.054 1.312 -1.145 0.3529
H -3.591 0.420 1.388 0.3070
H -5.193 1.172 1.323 0.4279
H -4.206 3.242 0.376 0.3666
H -3.377 2.821 1.899 0.5355
H -0.132 4.266 -0.901 0.4974
H 2.051 4.127 -2.047 0.3989
H 3.549 2.215 -1.648 0.5387
H 2.655 -0.446 0.738 0.1385
H 5.752 -1.640 -0.442 0.3861
H 4.365 -3.575 0.181 0.4112
H 2.936 -2.559 0.329 0.2916
H 3.102 -1.972 -2.098 0.2881
H 4.540 -2.976 -2.239 0.3094
H 2.983 -3.719 -1.867 0.4115
H 5.543 -2.251 1.935 0.4136
H 4.154 -1.189 2.130 0.2906
H 6.233 -0.094 2.931 0.4122
H 5.576 0.783 1.548 0.2845
H 6.962 -0.281 1.334 0.3116
H 0.697 0.589 1.095 0.3877
H -3.018 2.793 -1.724 0.2806
H -1.392 2.082 -1.653 0.5632
H -2.335 -0.044 -0.804 0.2967
H -3.091 0.393 -2.346 0.4193

=====

8
Properties=species:S:1:pos:R:3:mulliken_charge:R:1 method="wB97M-V/def2-TZVPD" gap_ev=12.54 lumo_energy_ev=0.1
N -0.164 2.427 -0.764 -0.3258
C -0.121 1.322 -0.456 0.0460
C -0.204 -0.142 -0.199 0.5685
O -1.247 -0.484 0.665 -0.4946
C 1.100 -0.756 0.126 0.0257
N 2.083 -1.349 0.254 -0.3293
H -0.445 -0.575 -1.171 0.1393
H -0.948 -0.508 1.582 0.3702

=====

10
Properties=species:S:1:pos:R:3:mulliken_charge:R:1 method="wB97M-V/def2-TZVPD" gap_ev=11.25 lumo_energy_ev=0.2
C -0.011 -0.583 -0.337 0.4638
C -1.166 0.285 0.219 0.8498
N 1.634 0.246 0.050 0.8283
O 2.193 -0.311 0.914 -0.4820
O 1.843 1.170 -0.640 -0.4738
F 0.092 -1.765 0.258 -0.2230
F -0.050 -0.731 -1.658 -0.2324
F -1.880 0.821 -0.763 -0.2296
F -0.678 1.288 0.959 -0.2694
F -1.978 -0.420 0.999 -0.2318

=====

45
Properties=species:S:1:pos:R:3:mulliken_charge:R:1 method="wB97M-V/def2-TZVPD" gap_ev=10.40 lumo_energy_ev=-0.4
C 1.475 -1.528 -0.096 0.3357
Br 2.497 -2.931 -0.910 -0.0141
Br 2.547 -0.202 0.754 -0.0499
Br 0.189 -2.260 1.134 0.0203
H 0.921 -1.067 -0.904 -0.3207
C 5.128 1.022 -1.615 0.3505
Cl 3.841 0.509 -2.670 -0.0498
Cl 5.624 2.694 -1.969 -0.1444
Cl 6.527 -0.054 -1.753 -0.1375
H 4.809 1.017 -0.583 -0.0282
C -2.315 -1.459 -2.599 -0.0543
Cl -2.250 -0.350 -1.222 -0.0466
Cl -0.759 -2.267 -2.840 -0.0906
Cl -2.868 -0.674 -4.056 -0.1083
H -3.020 -2.227 -2.312 0.3206
C 0.882 2.382 -1.396 0.2672
C 1.531 3.579 -2.093 -0.0848
O 0.864 3.548 -3.359 -0.3762
C 0.590 2.229 -3.642 0.5742
O 0.278 1.834 -4.710 -0.5326
O 0.723 1.480 -2.526 -0.1831
H -0.100 2.638 -1.002 0.0820
H 1.527 1.893 -0.678 -0.1279
H 2.604 3.426 -2.205 0.0567
H 1.289 4.519 -1.608 0.3385
C -0.731 0.651 3.191 -0.2527
C -0.825 1.361 1.830 0.7028
O 0.203 2.347 1.923 -0.3667
C 1.026 2.067 2.972 0.5483
O 2.007 2.680 3.217 -0.5324
O 0.588 0.987 3.642 -0.3617
H -0.815 -0.428 3.147 0.1132
H -1.519 0.992 3.863 0.3201
H -1.803 1.822 1.760 0.4117
H -0.554 0.668 1.037 -0.5779
C -2.674 -3.961 2.201 -0.3822
C -3.265 -3.339 0.904 -0.0892
O -3.554 -2.006 1.240 -0.2582
C -3.117 -1.734 2.497 0.6496
O -3.136 -0.654 2.995 -0.5378
O -2.656 -2.842 3.104 -0.3370
H -1.644 -4.288 2.104 0.2318
H -3.342 -4.734 2.565 0.2934
H -4.149 -3.904 0.603 0.3311
H -2.572 -3.437 0.064 0.0969

=====

52
Properties=species:S:1:pos:R:3:mulliken_charge:R:1 method="wB97M-V/def2-TZVPD" gap_ev="4.85 / 4.85" charge=+3 lumo_energy_ev="-11.4 / -11.4"
W 0.011 0.275 -0.575 1.0657
Cl -2.404 7.098 -0.439 -0.1101
C -1.739 5.549 -0.719 -0.0066
C -1.020 5.320 -1.909 -0.5613
C -0.507 4.068 -2.178 -0.5527
C -0.678 3.021 -1.273 0.3434
O -0.170 1.803 -1.526 -0.3395
C -1.369 3.234 -0.030 1.1759
C -1.501 2.226 0.945 -0.1942
O -0.990 1.011 0.796 -0.5232
C -1.905 4.529 0.199 -1.0445
H -0.875 6.130 -2.608 0.5127
H 0.026 3.878 -3.099 0.5533
H -2.016 2.435 1.879 0.5094
H -2.465 4.712 1.102 0.5077
Se 2.221 0.166 -2.156 0.3769
N 1.855 -0.384 -0.362 -0.5804
C 1.971 0.773 0.415 1.4707
C 1.727 0.824 1.805 -0.4639
C 1.874 2.041 2.451 -0.8113
C 2.254 3.198 1.749 -0.5797
C 2.469 3.182 0.391 -0.7659
C 2.328 1.967 -0.312 0.5644
N 2.518 1.816 -1.624 -0.6784
H 1.505 -0.087 2.360 0.3430
H 1.724 2.090 3.520 0.5267
H 2.379 4.120 2.295 0.4868
H 2.765 4.059 -0.158 0.5739
Se -4.162 0.144 -2.477 0.1430
C -2.644 -0.196 -1.868 0.4776
N -1.546 -0.490 -1.410 -0.4607
C -1.459 -4.333 0.592 -0.8824
C -1.326 -2.801 0.744 -0.4607
N -0.040 -2.328 0.177 0.1605
C 0.130 -2.922 -1.175 -0.0439
C 0.284 -4.457 -1.089 -0.9941
N -0.119 -4.881 0.271 0.0790
C 0.874 -4.387 1.251 -1.0245
C 1.045 -2.869 1.030 -0.4418
H -2.147 -4.596 -0.216 0.3621
H -1.834 -4.790 1.511 0.3714
H -1.368 -2.513 1.797 0.5305
H -2.154 -2.307 0.228 0.3130
H 1.024 -2.485 -1.645 0.1078
H -0.746 -2.668 -1.780 0.4219
H 1.318 -4.763 -1.268 0.3496
H -0.343 -4.950 -1.834 0.3876
H -0.155 -5.907 0.306 0.3324
H 1.825 -4.905 1.111 0.3868
H 0.523 -4.622 2.257 0.3661
H 2.002 -2.658 0.545 0.4314
H 1.035 -2.369 1.999 0.2886

=====

73
Properties=species:S:1:pos:R:3:mulliken_charge:R:1 method="wB97M-V/def2-TZVPD" gap_ev=2.48 lumo_energy_ev=-4.1
Ba -21.018 -12.975 10.559 1.8181
B -23.899 -11.626 15.589 0.5975
F -22.693 -12.015 15.081 -0.4107
F -24.747 -11.753 14.448 -0.4442
F -24.239 -12.520 16.507 -0.3550
F -23.887 -10.350 16.079 -0.3932
C -27.891 -11.509 8.660 -0.7454
C -26.824 -11.902 7.635 0.5553
O -25.616 -12.096 8.032 -0.7016
O -27.059 -11.873 6.446 -0.6288
H -28.498 -12.396 8.842 0.1948
H -28.547 -10.809 8.142 0.2485
H -27.553 -11.102 9.613 0.2706
C -18.466 -10.036 22.174 -0.4490
C -17.704 -10.662 23.145 -0.2615
C -17.240 -12.004 23.034 -0.3179
C -17.560 -12.667 21.798 0.1242
C -18.529 -12.095 20.954 -0.3686
C -18.940 -10.795 21.071 -0.3890
N -16.753 -13.831 21.376 0.9554
O -16.891 -14.383 20.301 -0.5932
O -15.916 -14.182 22.168 -0.5694
H -18.798 -9.017 22.309 0.3580
H -17.492 -10.290 24.137 0.3257
H -16.562 -12.210 23.848 0.3742
H -18.926 -12.725 20.173 0.4076
H -19.576 -10.341 20.325 0.4038
C -24.866 -4.919 21.713 -0.2012
C -26.050 -5.572 21.575 -0.6597
C -26.958 -5.341 22.574 -0.0271
C -26.724 -4.670 23.780 0.0277
C -25.474 -4.033 23.900 -0.2460
C -24.517 -4.194 22.863 -0.5114
N -27.802 -4.451 24.773 0.8803
O -28.745 -5.186 24.759 -0.5478
O -27.772 -3.417 25.457 -0.5505
H -24.158 -4.904 20.897 0.3478
H -26.423 -6.191 20.773 0.3836
H -27.967 -5.701 22.437 0.3406
H -25.377 -3.346 24.727 0.4030
H -23.578 -3.665 22.924 0.3606
C -17.486 -10.369 13.749 -0.8057
O -18.237 -9.798 12.782 -0.2713
C -18.284 -8.375 13.005 -0.2779
C -19.128 -7.838 11.976 -0.7711
O -20.420 -8.325 11.803 -0.3062
C -21.542 -7.534 12.233 -0.6952
H -16.591 -9.891 14.145 0.3032
H -17.255 -11.357 13.350 0.2304
H -18.085 -10.576 14.636 0.3389
H -17.310 -7.886 13.017 0.3559
H -18.829 -8.150 13.922 0.2873
H -18.625 -7.939 11.015 0.3140
H -19.179 -6.756 12.093 0.4425
H -21.396 -7.328 13.294 0.3133
H -22.394 -8.155 11.958 0.2191
H -21.577 -6.619 11.642 0.3175
C -23.776 -17.225 12.062 -0.7878
O -22.575 -16.706 12.579 -0.2490
C -22.204 -17.414 13.754 -0.6742
C -20.760 -17.122 14.105 -0.4564
O -20.009 -16.885 12.921 -0.3345
C -19.613 -17.963 12.030 -0.6958
H -24.031 -16.584 11.219 0.2218
H -24.591 -17.305 12.782 0.3087
H -23.597 -18.248 11.731 0.3329
H -22.331 -18.496 13.778 0.3425
H -22.977 -17.103 14.456 0.5289
H -20.391 -18.011 14.616 0.2710
H -20.757 -16.347 14.872 0.3515
H -19.108 -17.544 11.160 0.2282
H -20.339 -18.716 11.723 0.2898
H -18.909 -18.571 12.599 0.3216

=====

54
Properties=species:S:1:pos:R:3:mulliken_charge:R:1 method="wB97M-V/def2-TZVPD" gap_ev=9.47 lumo_energy_ev=0.8
C 5.114 4.615 -2.586 -1.3002
C 4.690 3.154 -2.660 -0.3778
C 3.821 2.765 -1.469 -0.6583
O 3.473 1.402 -1.617 -0.3711
C 2.680 0.817 -0.689 0.8702
C 2.185 1.444 0.453 -0.4851
C 1.383 0.739 1.330 -0.8096
C 1.077 -0.597 1.108 0.6844
C 0.183 -1.309 2.054 0.2854
O -0.802 -0.789 2.556 -0.7237
N 0.557 -2.580 2.342 -0.1904
C -0.333 -3.491 3.025 -0.8126
C -0.968 -4.485 2.038 -0.7139
C -1.226 -3.792 0.701 0.5811
O -0.629 -4.102 -0.310 -0.6734
N -2.149 -2.813 0.751 -0.0294
C -2.394 -1.921 -0.359 -0.3203
C -3.891 -1.677 -0.543 -0.5987
C -4.144 -0.613 -1.610 -0.7189
C -3.533 0.722 -1.231 0.6032
O -2.885 1.410 -1.976 -0.6216
O -3.829 1.049 0.028 -0.2959
C -3.259 2.253 0.546 -0.4895
C -1.810 2.047 0.960 -0.7627
C 1.562 -1.221 -0.043 -0.4006
C 2.349 -0.520 -0.929 -0.9793
H 5.687 4.803 -1.680 0.3267
H 4.244 5.267 -2.584 0.3285
H 5.732 4.871 -3.442 0.3835
H 5.569 2.508 -2.675 0.3178
H 4.126 2.972 -3.576 0.3179
H 4.376 2.916 -0.533 0.3744
H 2.915 3.387 -1.446 0.4023
H 2.412 2.477 0.663 0.4108
H 0.991 1.224 2.211 0.4389
H 1.328 -2.983 1.833 0.2687
H 0.217 -4.028 3.804 0.3856
H -1.094 -2.868 3.502 0.3906
H -1.897 -4.884 2.446 0.3248
H -0.285 -5.314 1.844 0.3554
H -2.486 -2.498 1.649 0.3496
H -1.959 -2.385 -1.246 0.3086
H -1.884 -0.966 -0.180 -0.0728
H -4.381 -2.609 -0.829 0.3550
H -4.316 -1.339 0.403 0.3423
H -3.724 -0.914 -2.570 0.3133
H -5.219 -0.465 -1.732 0.3662
H -3.883 2.509 1.404 0.3532
H -3.332 3.035 -0.217 0.3445
H -1.196 1.848 0.085 0.2679
H -1.724 1.208 1.648 0.0840
H -1.442 2.946 1.447 0.5061
H 1.287 -2.240 -0.272 0.3176
H 2.720 -0.984 -1.828 0.4476

=====

8
Properties=species:S:1:pos:R:3:mulliken_charge:R:1 method="wB97M-V/def2-TZVPD" gap_ev=8.28 charge=+1 lumo_energy_ev=-6.7
C -1.055 -0.008 1.687 0.6011
C 0.388 -0.293 0.610 -0.1726
C -1.246 -0.527 -0.022 -0.2789
N 0.239 -0.069 1.889 -0.2643
N -2.059 -0.321 1.129 -0.2092
I -0.498 -2.644 -0.434 0.3635
H 1.341 -0.159 0.144 0.4630
H -1.754 -0.003 -0.845 0.4975

=====

Total energy values, unit eV, following the record order: -33436.16524, -8169.37331, -21242.80323, -316376.69544, -177637.03799, -59034.59199, -33376.87575, -14210.74789.
Relative energy (zero: lowest compared OMol25 entry of this formula, charge and spin) values, unit kcal per mole, following the record order: 1.6, 7.8, 10.1, 0.0, 84.0, 285.1, 13.4, 50.0.